Record 1
Computed, not measured: a cluster of 2 separate species, C5H14O2 in total in a non-equilibrium geometry, with ωB97M-V with the def2-TZVPD basis set.

gap between HOMO and LUMO (spin up / spin down)	12.11 / 2.70	eV
LUMO (spin up / spin down)	-3.17 / -10.62	eV
<S²>	0.7559
total charge	+1
spin multiplicity	2

Cartesian coordinates (Å):
O 1.890 -2.019 1.698
H -2.489 1.288 -1.495
H 2.905 -0.689 -1.295
C 2.837 -1.483 -0.461
H 2.003 -0.067 0.943
H 0.212 1.792 -0.571
C 1.816 -1.091 0.581
C -1.575 0.995 0.398
C -2.186 0.439 -0.902
H -1.082 0.110 0.880
H -3.828 -0.531 -1.329
H 0.809 -1.101 0.091
H 1.268 -1.936 2.389
H 3.809 -1.530 0.074
H -0.072 2.430 1.068
C -0.566 2.114 0.109
H -1.562 -0.208 -1.496
H 2.614 -2.460 -0.886
H -1.021 2.996 -0.358
O -3.380 -0.356 -0.496
H -2.403 1.305 1.058

=====

Record 2
Computed, not measured: a cluster of 2 separate species, C5H14O2SSi in total in a non-equilibrium geometry, with ωB97M-V with the def2-TZVPD basis set.

gap between HOMO and LUMO	9.27	eV
LUMO	0.63	eV
total charge	0
spin multiplicity	1

Cartesian coordinates (Å):
H 2.204 0.877 0.808
H -1.772 -0.015 1.348
O 1.271 0.410 0.897
H 0.756 5.158 -0.524
C -1.344 -0.914 1.530
H -2.070 -1.532 1.864
C 1.131 -2.569 -0.349
H -2.549 -2.186 -0.806
C 1.100 3.618 0.925
H 2.099 3.935 1.004
H 1.148 -2.957 0.764
H -1.768 -1.322 -2.119
S 0.650 0.596 -0.757
H -0.547 4.001 -0.369
H -0.598 -0.593 2.260
H 2.099 -2.125 -0.507
O 1.718 0.293 -1.735
C 0.391 4.247 -0.011
H 1.042 -3.428 -0.983
H 0.496 2.816 1.446
Si -0.415 -1.350 -0.129
C -1.682 -1.997 -1.394
H -1.524 -2.901 -1.949

=====

Record 3
Computed, not measured: a cluster of 3 separate species, C5H14O3 in total in a non-equilibrium geometry, with ωB97M-V with the def2-TZVPD basis set.

gap between HOMO and LUMO	10.16	eV
LUMO	0.51	eV
total charge	0
spin multiplicity	1

Cartesian coordinates (Å):
O 0.638 3.552 -5.413
H -0.398 -2.053 -0.997
H -0.849 0.435 -1.420
H 0.758 -0.941 -0.324
O 2.485 -3.707 1.544
C -0.280 -1.218 -0.320
H 1.432 3.345 -4.908
H -1.271 -1.842 1.283
H -0.036 -0.176 2.703
O -0.344 -1.831 1.020
H -1.629 1.948 -0.047
H -2.160 0.869 1.191
H 0.167 2.715 -5.492
C -1.180 -0.032 -0.499
H -2.185 -0.374 -0.744
H 1.713 -3.174 1.777
H 0.352 2.408 1.127
C 0.405 0.760 2.388
C -0.080 1.441 1.363
C -1.311 1.111 0.562
H 2.496 -4.343 2.276
H 1.276 1.107 2.929

=====

Record 4
Computed, not measured: a cluster of 4 separate species, C5H14O3 in total in a non-equilibrium geometry, with ωB97M-V with the def2-TZVPD basis set.

gap between HOMO and LUMO	3.91	eV
LUMO	-3.72	eV
total charge	0
spin multiplicity	1

Cartesian coordinates (Å):
H 0.931 0.769 1.484
H 1.358 -0.112 -2.194
H 3.123 -0.712 1.013
C -1.681 -0.249 -0.665
H -0.132 1.178 2.813
O 0.667 -1.963 -0.357
C -2.195 -1.469 -0.964
H -1.277 0.304 -1.508
H -2.321 -2.255 -0.228
C -0.946 1.653 0.874
H 1.407 -1.378 -0.024
H -1.651 2.442 1.167
H -2.414 -1.654 -2.006
H -0.141 -1.658 0.044
C 0.265 1.538 1.858
O 1.332 0.661 -1.629
H 0.746 2.507 1.877
H -2.076 -0.106 1.442
C -1.610 0.390 0.587
H -0.622 2.060 -0.092
H 1.872 0.351 -0.801
O 2.784 -0.372 0.185

=====

Record 5
Computed, not measured: an isolated molecule of C5H14OSi, with ωB97M-V with the def2-TZVPD basis set.

gap between HOMO and LUMO	10.83	eV
LUMO	1.01	eV
total charge	0
spin multiplicity	1

Cartesian coordinates (Å):
Si 2.581 -0.235 -0.106
H 0.531 -1.578 -0.141
C 1.038 -0.957 -0.885
H 3.560 -1.313 0.163
H -2.629 1.535 -0.185
H -2.286 -0.186 -0.386
H -0.571 2.064 -0.984
H 3.186 0.753 -1.030
H 0.141 1.222 0.361
O -1.978 0.647 1.471
H -0.752 -0.460 -1.976
H -1.435 -0.467 3.068
H -0.235 -0.447 1.763
C -1.916 0.749 0.060
C -1.307 -0.477 1.988
H 2.295 0.442 1.182
C 0.071 0.069 -1.487
H -1.725 -1.406 1.577
H 1.369 -1.646 -1.667
H 0.587 0.602 -2.289
C -0.522 1.089 -0.498

=====

Record 6
Computed, not measured: a cluster of 2 separate species, C5H14S in total in a non-equilibrium geometry, with ωB97M-V with the def2-TZVPD basis set.

gap between HOMO and LUMO	9.49	eV
LUMO	1.03	eV
total charge	0
spin multiplicity	1

Cartesian coordinates (Å):
H -3.248 0.026 2.174
H -1.679 -1.747 -1.796
C -0.822 -0.163 -0.593
H -2.941 -1.552 1.357
H 1.798 2.368 0.584
H 3.573 0.591 0.867
H 2.865 -0.335 -0.453
H 1.555 1.903 -1.080
H -1.689 0.359 -0.999
H 0.063 0.322 -0.983
C -2.829 -0.475 1.309
H 1.932 0.025 0.942
H -3.328 -0.071 0.431
C 2.257 1.837 -0.254
C 2.674 0.462 0.262
S -1.079 0.042 1.243
H -0.026 -2.007 -1.363
C -0.985 -1.659 -0.963
H -1.236 -2.333 -0.154
H 3.145 2.406 -0.531

=====

Record 7
Computed, not measured: a cluster of 2 separate species, C5H14S in total in a non-equilibrium geometry, with ωB97M-V with the def2-TZVPD basis set.

gap between HOMO and LUMO	9.30	eV
LUMO	0.98	eV
total charge	0
spin multiplicity	1

Cartesian coordinates (Å):
S -1.998 0.569 0.326
H 1.588 -0.175 -1.786
H -0.644 -0.594 2.687
H -3.339 -1.207 1.203
H -0.374 0.575 -1.250
C 3.108 1.341 -1.275
H 3.470 1.493 -0.254
C -1.453 0.298 -1.300
H -1.859 -1.629 3.275
H 1.605 0.330 -0.166
H 3.991 1.241 -2.036
H 2.862 -0.828 -0.691
H -2.412 0.094 2.947
H -1.891 -1.852 0.602
H 2.608 2.211 -1.346
C -1.744 -0.831 2.600
H -2.116 0.737 -1.970
C 2.266 0.009 -1.065
C -2.307 -1.012 1.185
H -1.362 -0.768 -1.687

=====

Record 8
Computed, not measured: a cluster of 2 separate species, C5H14S in total in a non-equilibrium geometry, with ωB97M-V with the def2-TZVPD basis set.

gap between HOMO and LUMO	9.54	eV
LUMO	1.04	eV
total charge	0
spin multiplicity	1

Cartesian coordinates (Å):
H -3.441 0.404 -1.651
H 1.651 0.093 0.044
H 0.564 1.336 0.577
H 2.211 1.218 2.758
H -1.778 1.652 -2.634
H -0.354 -1.085 -2.966
C 0.675 0.249 0.508
C -1.360 0.711 -2.271
H -0.816 0.956 -1.344
C 2.247 0.141 2.916
S 0.687 -0.508 2.140
H 2.128 -0.141 3.959
H -2.858 -0.834 -2.689
H -0.885 0.057 -4.265
H 3.188 -0.256 2.553
H 0.571 0.189 -3.060
C -0.491 -0.028 -3.255
H -0.169 -0.153 -0.036
H -2.311 -0.802 -0.982
C -2.546 -0.199 -1.861

=====

These records have energy above the lowest of the compared OMol25 structures with the same formula, charge and spin values of 2.627; 3.334; 1.009; 4.787; 2.847; 0.523; 1.945; 0.759 eV, in the order they appear.
These records have molar mass values of 106.2; 166.3; 122.2; 122.2; 118.3; 106.2; 106.2; 106.2 g mol⁻¹, in the order they appear.